Model 1:
ORCA calculation (ωB97M-V/def2-TZVPD) on a single C3H5FO molecule.

CARTESIAN COORDINATES (ANGSTROEM)
C 1.183 -0.051 0.025
C -0.139 0.464 -0.406
O -0.846 1.264 0.531
C -1.193 -0.326 0.224
F -2.383 -0.583 -0.170
H 1.523 0.328 0.989
H 2.057 0.231 -0.666
H 0.985 -1.140 0.000
H -0.296 0.741 -1.524
H -0.890 -0.928 0.997

## Properties
- orbital gap (hartree) = 0.4193
- SMILES string = C[C@@H]1O[C@H]1F
- multiplicity = 1
- LUMO level (eV) = 1.1

=====

Model 2:
ORCA calculation (ωB97M-V/def2-TZVPD) on a single C3H5FO molecule.

CARTESIAN COORDINATES (ANGSTROEM)
O -1.664 -0.614 0.261
C -0.434 -0.312 -0.338
C 0.360 0.999 -0.013
C 0.789 -0.345 0.435
F 1.951 -0.837 -0.063
H -2.172 -0.956 -0.502
H -0.446 -0.611 -1.353
H 0.975 1.543 -0.714
H -0.052 1.626 0.786
H 0.693 -0.492 1.503

## Properties
- orbital gap (hartree) = 0.3906
- SMILES string = O[C@H]1C[C@@H]1F
- multiplicity = 1
- LUMO level (eV) = 0.8

=====

Energies in kcal/mol, measured from the most stable structure: model 1 17.8; model 2 0.0.

=====

Model 1:
ORCA calculation (ωB97M-V/def2-TZVPD) on a single C3H2Cl2O molecule.

CARTESIAN COORDINATES (ANGSTROEM)
C 0.444 -0.646 0.156
C -0.587 -1.006 0.852
C -0.022 0.661 -0.453
O -1.292 0.820 -0.168
Cl 0.309 0.758 -2.221
Cl 1.088 1.911 0.319
H 1.426 -1.083 0.068
H -1.365 -1.415 1.448

## Properties
- orbital gap (spin up / spin down) (hartree) = 0.2933 / 0.2932
- multiplicity = 1
- LUMO level (spin up / spin down) (eV) = -2.2 / -2.2

=====

Model 2:
ORCA calculation (ωB97M-V/def2-TZVPD) on a single C3H2Cl2O molecule.

CARTESIAN COORDINATES (ANGSTROEM)
Cl 0.816 2.879 0.059
C -0.441 1.734 0.458
Cl -1.685 2.559 1.315
C 0.075 0.409 0.863
C -0.500 0.028 -0.693
O -0.870 1.288 -0.837
H 0.324 0.107 1.987
H -0.835 -0.744 -1.301

## Properties
- orbital gap (spin up / spin down) (hartree) = 0.3146 / 0.2943
- SMILES string = ClC1(Cl)C=CO1
- multiplicity = 1
- LUMO level (spin up / spin down) (eV) = -0.1 / -0.4

=====

Energies in kcal/mol, measured from the most stable structure: model 1 0.0; model 2 4.6.

=====

Model 1:
ORCA calculation (ωB97M-V/def2-TZVPD) on 8 unconnected molecules or ions with the total composition C5H29N2O8.

CARTESIAN COORDINATES (ANGSTROEM)
C -0.557 -1.192 -1.035
N -0.254 0.030 -0.268
C -1.384 0.941 -0.151
C -1.220 2.046 0.880
O -0.534 1.672 2.092
C 0.270 -1.170 -2.328
N 1.701 -0.921 -2.021
C 2.536 -0.619 -3.197
H -0.436 -2.033 -0.340
H -1.618 -1.239 -1.336
H 0.034 -0.162 0.682
H -1.461 1.333 -1.199
H -2.362 0.444 -0.076
H -0.561 2.896 0.572
H -2.168 2.534 1.087
H 0.434 1.391 1.998
H -0.169 -0.422 -3.014
H 0.322 -2.214 -2.721
H 1.771 -0.197 -1.292
H 2.138 -1.693 -1.496
H 2.315 0.406 -3.556
H 2.370 -1.238 -4.083
H 3.592 -0.833 -2.955
H -0.282 -1.355 3.123
H 0.717 -2.414 3.644
O 0.356 -2.057 2.831
H 1.944 1.843 -0.255
H 0.669 1.911 -1.102
O 1.616 1.972 -1.160
H -2.637 1.711 -3.846
H -2.300 0.213 -3.740
O -2.651 0.961 -3.255
H -1.183 0.457 3.141
H -2.309 -0.633 3.453
O -1.451 -0.294 3.729
H 2.348 0.189 1.772
H 2.443 1.188 2.938
O 1.973 1.055 2.098
H -3.635 0.300 0.789
H -4.196 0.444 2.205
O -4.100 -0.194 1.472
H 1.852 -1.729 2.166
H 3.404 -1.877 2.105
O 2.663 -1.449 1.649

## Properties
- orbital gap (hartree) = 0.3692
- multiplicity = 1
- net charge = +1
- LUMO level (eV) = -2.7

=====

Model 2:
ORCA calculation (ωB97M-V/def2-TZVPD) on 9 unconnected molecules or ions with the total composition C5H29N2O8.

CARTESIAN COORDINATES (ANGSTROEM)
C -0.284 -1.060 -1.096
N 0.223 -0.802 -2.472
C -0.037 0.091 -0.149
N -1.042 1.222 0.047
C -1.568 1.344 1.516
C -0.900 0.226 2.275
C 0.152 -0.445 1.356
H 0.099 -1.844 -0.554
H -1.407 -1.130 -1.055
H 1.247 -0.841 -2.447
H -0.045 -1.729 -2.927
H 0.872 0.585 -0.402
H -1.770 1.216 -0.651
H -0.427 2.138 -0.113
H -2.652 1.446 1.840
H -1.093 2.231 1.604
H -0.382 0.411 3.198
H -1.650 -0.572 2.527
H 1.132 -0.007 1.762
H 0.149 -1.512 1.325
H -4.479 -2.105 -1.153
H -4.408 -2.205 0.344
O -3.828 -1.733 -0.368
H 2.567 -3.390 1.204
H 1.445 -4.045 0.415
O 1.962 -3.171 0.472
H 2.503 -1.677 -0.614
H 3.605 -1.159 -1.659
O 2.822 -0.992 -1.249
H -1.173 0.670 -3.536
H -1.094 1.984 -4.254
O -1.760 1.374 -3.918
H 2.911 1.560 -1.139
H 3.242 0.933 0.198
O 3.092 1.687 -0.242
H 2.965 -1.954 3.537
H 2.925 -0.581 3.218
O 2.417 -1.404 2.946
H -3.353 2.734 -1.962
H -4.267 2.401 -0.560
O -3.333 2.648 -0.954
H 1.833 2.518 1.930
H 1.648 2.324 0.494
O 1.144 2.613 1.264

## Properties
- orbital gap (hartree) = 0.3832
- multiplicity = 1
- net charge = +1
- LUMO level (eV) = -2.6

=====

Energies in kcal/mol, measured from the most stable structure: model 1 0.0; model 2 40.0.

=====

Model 1:
ORCA calculation (ωB97M-V/def2-TZVPD) on a gas-phase ion, C5H11NO (charge -1).

CARTESIAN COORDINATES (ANGSTROEM)
C -0.893 0.288 -0.066
C 0.328 1.173 0.261
C 1.255 0.619 1.289
C 1.736 1.364 2.294
N -0.550 -1.067 -0.512
C -0.691 -1.369 -1.914
O -1.626 -2.401 -2.112
H -1.560 0.266 0.795
H -1.430 0.780 -0.891
H -0.038 2.151 0.567
H 0.836 1.230 -0.707
H 1.399 -0.437 1.498
H 2.285 0.929 3.124
H 1.445 2.386 2.495
H 0.339 -1.307 -0.110
H 0.279 -1.687 -2.307
H -0.988 -0.452 -2.418
H -2.125 -2.467 -1.286

## Properties
- orbital gap (spin up / spin down) (hartree) = 0.0806 / 0.2945
- multiplicity = 2
- net charge = -1
- <S²> = 0.75
- LUMO level (spin up / spin down) (eV) = 3.8 / 3.7

=====

Model 2:
ORCA calculation (ωB97M-V/def2-TZVPD) on 2 unconnected molecules or ions with the total composition C5H11NO.

CARTESIAN COORDINATES (ANGSTROEM)
C -1.074 -1.672 -0.467
N -0.623 -0.301 -0.338
C 0.765 -0.037 -0.592
C 1.345 -0.376 -1.773
C 1.419 2.378 -0.301
C 1.261 1.091 0.229
H -0.961 -1.971 -1.515
H -2.137 -1.738 -0.255
H -0.530 -2.452 0.086
H -0.803 0.138 0.561
H 0.869 -1.100 -2.438
H 2.205 0.071 -2.253
H 1.397 2.743 -1.308
H 1.728 3.137 0.424
H 1.660 0.862 1.217
H -1.702 -0.838 2.643
H -2.728 0.296 2.794
O -2.091 -0.230 3.286

## Properties
- orbital gap (spin up / spin down) (hartree) = 0.1055 / 0.2731
- multiplicity = 2
- net charge = -1
- <S²> = 0.75
- LUMO level (spin up / spin down) (eV) = 3.8 / 3.7

=====

Model 3:
ORCA calculation (ωB97M-V/def2-TZVPD) on a gas-phase ion, C5H11NO (charge -1).

CARTESIAN COORDINATES (ANGSTROEM)
C -1.136 -1.232 -0.012
N -0.552 -0.040 0.529
C -1.457 1.042 0.773
C 1.853 -0.678 0.369
C 0.753 0.327 0.015
C 0.779 0.754 -1.465
O 1.733 0.513 -2.245
H -1.173 -1.160 -1.128
H -0.588 -2.147 0.214
H -2.212 -1.281 0.177
H -1.045 1.789 1.465
H -2.368 0.728 1.279
H -1.803 1.561 -0.137
H 2.821 -0.170 0.549
H 1.981 -1.400 -0.444
H 1.592 -1.096 1.341
H 1.035 1.300 0.453
H -0.213 1.190 -1.733

## Properties
- orbital gap (spin up / spin down) (hartree) = 0.1228 / 0.2491
- multiplicity = 2
- net charge = -1
- <S²> = 0.75
- LUMO level (spin up / spin down) (eV) = 4.2 / 3.9

=====

Model 4:
ORCA calculation (ωB97M-V/def2-TZVPD) on a gas-phase ion, C5H11NO (charge -1).

CARTESIAN COORDINATES (ANGSTROEM)
C -1.851 0.296 0.015
N -0.698 -0.597 -0.105
C -0.516 -1.296 1.195
C 2.007 -0.888 -0.222
C 0.820 -0.139 -0.747
C 0.584 1.604 -0.633
O -0.462 2.312 -1.366
H -2.609 -0.258 0.516
H -2.027 0.769 -0.948
H -1.465 1.110 0.646
H -1.488 -1.469 1.632
H -0.015 -2.176 0.783
H 0.004 -0.669 1.878
H 2.829 -0.495 0.360
H 0.595 -0.293 -1.848
H 2.263 -1.698 -0.886
H 0.434 1.789 0.487
H 1.593 2.098 -0.757

## Properties
- orbital gap (spin up / spin down) (hartree) = 0.2482 / 0.2178
- multiplicity = 2
- net charge = -1
- <S²> = 0.76
- LUMO level (spin up / spin down) (eV) = 4.1 / 3.3

=====

Energies in kcal/mol, measured from the most stable structure: model 1 18.4; model 2 25.4; model 3 0.0; model 4 71.1.